C50H126N8O17 | ωB97M-V/def2-TZVPD

Calculated values
**Net charge**: 0
**Energy relative to the best compared isomer or geometry (same formula, charge and spin)**: 17.48 kcal per mole

Each atom is followed by the atoms it is bonded to, with distances in Å.
Cartesian coordinates (Å):
1 C 3.733 -4.741 2.442  O2 1.426, H10 1.113, H11 1.105, H12 1.104
2 O 2.769 -4.354 1.466  C1 1.426, C3 1.414
3 C 1.621 -5.178 1.432  O2 1.414, C4 1.510, H13 1.086, H14 1.098
4 C 0.876 -5.245 2.744  C3 1.510, N5 1.479, H15 1.070, H16 1.099
5 N 0.235 -4.049 3.332  C4 1.479, C6 1.476, H17 1.015
6 C -1.145 -3.833 2.857  N5 1.476, C7 1.527, H18 1.098, H19 1.085
7 C -1.840 -2.773 3.708  C6 1.527, O8 1.438, H20 1.150, H21 1.097
8 O -1.002 -1.605 3.717  C7 1.438, C9 1.399
9 C -1.448 -0.495 4.441  O8 1.399, H22 1.108, H23 1.063, H24 1.110
10 H 4.433 -3.881 2.532  C1 1.113
11 H 4.336 -5.576 2.042  C1 1.105
12 H 3.379 -4.926 3.471  C1 1.104
13 H 1.839 -6.196 1.121  C3 1.086
14 H 0.953 -4.716 0.693  C3 1.098
15 H 1.481 -5.602 3.552  C4 1.070
16 H 0.156 -6.072 2.807  C4 1.099
17 H 0.778 -3.194 3.250  N5 1.015
18 H -1.704 -4.777 2.811  C6 1.098
19 H -1.166 -3.544 1.811  C6 1.085
20 H -2.110 -3.141 4.764  C7 1.150
21 H -2.840 -2.539 3.324  C7 1.097
22 H -1.255 -0.571 5.529  C9 1.108
23 H -2.493 -0.347 4.313  C9 1.063
24 H -0.893 0.360 4.001  C9 1.110
25 C -2.509 -0.629 0.294  O26 1.466, H34 1.086, H35 1.089, H36 1.058
26 O -3.603 0.338 0.423  C25 1.466, C27 1.427
27 C -3.783 0.707 1.790  O26 1.427, C28 1.517, H37 1.084, H38 1.162
28 C -4.742 1.881 1.825  C27 1.517, N29 1.443, H39 1.111, H40 1.088
29 N -5.113 2.354 3.137  C28 1.443, C30 1.487, H41 1.012
30 C -5.748 3.699 3.116  N29 1.487, C31 1.516, H42 1.095, H43 1.093
31 C -7.045 3.770 2.335  C30 1.516, O32 1.399, H44 1.102, H45 1.125
32 O -8.091 3.144 3.022  C31 1.399, C33 1.437
33 C -9.375 3.273 2.390  O32 1.437, H46 1.062, H47 1.124, H48 1.122
34 H -2.501 -0.746 -0.785  C25 1.086
35 H -2.702 -1.582 0.784  C25 1.089
36 H -1.603 -0.258 0.694  C25 1.058
37 H -2.804 0.928 2.199  C27 1.084
38 H -4.189 -0.153 2.457  C27 1.162
39 H -5.598 1.623 1.166  C28 1.111
40 H -4.261 2.698 1.291  C28 1.088
41 H -5.669 1.629 3.573  N29 1.012
42 H -5.032 4.406 2.684  C30 1.095
43 H -5.876 4.018 4.153  C30 1.093
44 H -6.962 3.388 1.305  C31 1.102
45 H -7.227 4.877 2.260  C31 1.125
46 H -9.940 2.518 2.877  C33 1.062
47 H -9.364 2.946 1.314  C33 1.124
48 H -9.864 4.282 2.428  C33 1.122
49 C -1.590 3.596 2.631  O50 1.435, H58 1.084, H59 1.114, H60 1.108
50 O -1.634 2.793 3.820  C49 1.435, C51 1.412
51 C -0.941 3.360 4.912  O50 1.412, C52 1.548, H61 1.109, H62 1.074
52 C -1.514 2.612 6.140  C51 1.548, N53 1.424, H63 1.089, H64 1.090
53 N -2.936 2.653 6.173  C52 1.424, C54 1.491, H65 1.004
54 C -3.567 1.868 7.273  N53 1.491, C55 1.526, H66 1.140, H67 1.086
55 C -5.032 1.584 6.950  C54 1.526, O56 1.438, H68 1.125, H69 1.096
56 O -5.189 0.518 5.998  C55 1.438, C57 1.440
57 C -6.546 0.400 5.532  O56 1.440, H70 1.146, H71 1.095, H72 1.074
58 H -2.101 2.942 1.932  C49 1.084
59 H -0.541 3.565 2.257  C49 1.114
60 H -2.066 4.591 2.730  C49 1.108
61 H -1.150 4.446 4.995  C51 1.109
62 H 0.123 3.260 4.807  C51 1.074
63 H -1.130 3.197 6.975  C52 1.089
64 H -1.042 1.629 6.142  C52 1.090
65 H -3.324 2.538 5.255  N53 1.004
66 H -3.418 2.378 8.281  C54 1.140
67 H -3.056 0.917 7.395  C54 1.086
68 H -5.500 2.529 6.560  C55 1.125
69 H -5.622 1.392 7.853  C55 1.096
70 H -6.787 1.328 4.905  C57 1.146
71 H -7.303 0.289 6.315  C57 1.095
72 H -6.681 -0.452 4.891  C57 1.074
73 C 3.861 -3.615 -7.806  O74 1.435, H82 1.100, H83 1.122, H84 1.110
74 O 3.857 -2.242 -7.387  C73 1.435, C75 1.447
75 C 3.495 -2.083 -5.995  O74 1.447, C76 1.485, H85 1.115, H86 1.061
76 C 3.275 -0.650 -5.679  C75 1.485, N77 1.486, H87 1.065, H88 1.065
77 N 2.862 -0.545 -4.256  C76 1.486, C78 1.468, H89 1.003
78 C 2.344 0.707 -3.690  N77 1.468, C79 1.542, H90 1.082, H91 1.162
79 C 3.167 1.998 -3.876  C78 1.542, O80 1.427, H92 1.124, H93 1.094
80 O 4.332 2.047 -3.055  C79 1.427, C81 1.410
81 C 4.044 2.260 -1.691  O80 1.410, H94 1.095, H95 1.088, H96 1.132
82 H 2.926 -4.120 -7.525  C73 1.100
83 H 4.665 -4.299 -7.426  C73 1.122
84 H 3.981 -3.554 -8.907  C73 1.110
85 H 4.356 -2.445 -5.387  C75 1.115
86 H 2.627 -2.659 -5.791  C75 1.061
87 H 2.479 -0.211 -6.236  C76 1.065
88 H 4.224 -0.222 -5.904  C76 1.065
89 H 3.601 -0.903 -3.680  N77 1.003
90 H 2.121 0.535 -2.646  C78 1.082
91 H 1.301 0.868 -4.176  C78 1.162
92 H 2.490 2.886 -3.752  C79 1.124
93 H 3.398 2.004 -4.945  C79 1.094
94 H 3.703 3.294 -1.571  C81 1.095
95 H 4.977 2.109 -1.152  C81 1.088
96 H 3.277 1.520 -1.309  C81 1.132
97 C 6.043 -0.779 -2.438  O98 1.366, H106 1.106, H107 1.112, H108 1.096
98 O 4.765 -1.252 -2.349  C97 1.366, C99 1.375
99 C 4.337 -1.970 -1.257  O98 1.375, C100 1.552, H109 1.117, H110 1.097
100 C 3.185 -2.856 -1.804  C99 1.552, N101 1.443, H111 1.070, H112 1.094
101 N 3.796 -3.971 -2.488  C100 1.443, C102 1.457, H113 0.982
102 C 2.758 -4.763 -3.136  N101 1.457, C103 1.555, H114 1.126, H115 1.062
103 C 3.349 -6.042 -3.794  C102 1.555, O104 1.382, H116 1.069, H117 1.140
104 O 4.182 -5.660 -4.827  C103 1.382, C105 1.375
105 C 4.713 -6.643 -5.627  O104 1.375, H118 1.141, H119 1.115, H120 1.106
106 H 6.466 -0.334 -1.518  C97 1.106
107 H 6.167 -0.033 -3.253  C97 1.112
108 H 6.733 -1.617 -2.597  C97 1.096
109 H 3.979 -1.214 -0.519  C99 1.117
110 H 5.116 -2.575 -0.777  C99 1.097
111 H 2.525 -2.224 -2.361  C100 1.070
112 H 2.565 -3.341 -1.045  C100 1.094
113 H 4.413 -3.694 -3.199  N101 0.982
114 H 2.140 -4.177 -3.873  C102 1.126
115 H 2.051 -4.946 -2.364  C102 1.062
116 H 2.566 -6.667 -4.167  C103 1.069
117 H 3.929 -6.560 -2.961  C103 1.140
118 H 5.418 -6.108 -6.348  C105 1.141
119 H 3.922 -7.069 -6.289  C105 1.115
120 H 5.297 -7.440 -5.130  C105 1.106
121 C 2.710 -1.374 4.092  O122 1.403, H130 1.136, H131 1.132, H132 1.038
122 O 3.013 -0.088 3.623  C121 1.403, C123 1.460
123 C 2.715 0.944 4.612  O122 1.460, C124 1.531, H133 1.110, H134 1.117
124 C 2.757 2.347 4.001  C123 1.531, N125 1.431, H135 1.130, H136 1.142
125 N 3.846 2.551 3.096  C124 1.431, C126 1.474, H137 1.005
126 C 3.855 3.822 2.349  N125 1.474, C127 1.519, H138 1.101, H139 1.119
127 C 4.480 4.906 3.210  C126 1.519, O128 1.376, H140 1.106, H141 1.093
128 O 3.948 4.901 4.480  C127 1.376, C129 1.403
129 C 4.582 5.948 5.166  O128 1.403, H142 1.112, H143 1.105, H144 1.102
130 H 2.894 -2.176 3.308  C121 1.136
131 H 1.635 -1.513 4.419  C121 1.132
132 H 3.350 -1.595 4.880  C121 1.038
133 H 3.417 0.901 5.471  C123 1.110
134 H 1.698 0.769 5.040  C123 1.117
135 H 2.770 3.107 4.837  C124 1.130
136 H 1.751 2.366 3.459  C124 1.142
137 H 3.829 1.761 2.476  N125 1.005
138 H 2.881 4.197 1.999  C126 1.101
139 H 4.487 3.560 1.464  C126 1.119
140 H 4.333 5.922 2.799  C127 1.106
141 H 5.560 4.772 3.317  C127 1.093
142 H 4.551 6.861 4.532  C129 1.112
143 H 5.614 5.755 5.510  C129 1.105
144 H 4.101 6.230 6.116  C129 1.102
145 C -2.821 7.617 -2.632  O146 1.440, H154 1.095, H155 1.114, H156 1.100
146 O -1.646 7.295 -1.867  C145 1.440, C147 1.426
147 C -0.830 6.306 -2.491  O146 1.426, C148 1.527, H157 1.101, H158 1.057
148 C 0.207 5.568 -1.647  C147 1.527, N149 1.449, H159 1.082, H160 1.101
149 N -0.263 4.718 -0.574  C148 1.449, C150 1.468, H161 1.008
150 C -1.177 3.651 -1.001  N149 1.468, C151 1.541, H162 1.106, H163 1.111
151 C -0.597 2.828 -2.168  C150 1.541, O152 1.415, H164 1.127, H165 1.099
152 O -1.310 1.617 -2.331  C151 1.415, C153 1.421
153 C -2.478 1.862 -3.103  O152 1.421, H166 1.063, H167 1.114, H168 1.097
154 H -3.394 8.429 -2.172  C145 1.095
155 H -3.504 6.781 -2.905  C145 1.114
156 H -2.495 8.049 -3.590  C145 1.100
157 H -0.137 6.799 -3.190  C147 1.101
158 H -1.337 5.591 -3.083  C147 1.057
159 H 0.907 6.287 -1.241  C148 1.082
160 H 0.777 4.951 -2.359  C148 1.101
161 H -0.584 5.231 0.232  N149 1.008
162 H -2.193 4.046 -1.182  C150 1.106
163 H -1.158 2.891 -0.191  C150 1.111
164 H 0.502 2.656 -1.990  C151 1.127
165 H -0.663 3.409 -3.098  C151 1.099
166 H -3.090 1.001 -3.224  C153 1.063
167 H -2.151 2.206 -4.111  C153 1.114
168 H -3.185 2.565 -2.647  C153 1.097
169 C -3.960 -6.113 -6.055  O170 1.383, H178 1.079, H179 1.138, H180 1.062
170 O -2.895 -5.347 -5.617  C169 1.383, C171 1.442
171 C -2.302 -4.439 -6.568  O170 1.442, C172 1.452, H181 1.104, H182 1.098
172 C -1.287 -3.656 -5.887  C171 1.452, N173 1.396, H183 1.090, H184 1.106
173 N -1.718 -2.848 -4.833  C172 1.396, C174 1.468, H185 1.021
174 C -0.605 -2.059 -4.292  N173 1.468, C175 1.568, H186 1.096, H187 1.083
175 C -0.947 -1.717 -2.799  C174 1.568, O176 1.423, H188 1.121, H189 1.053
176 O -1.432 -2.914 -2.203  C175 1.423, C177 1.348
177 C -0.579 -3.955 -2.129  O176 1.348, H190 1.115, H191 1.063, H192 1.105
178 H -3.802 -6.476 -7.059  C169 1.079
179 H -4.908 -5.494 -6.170  C169 1.138
180 H -4.076 -6.944 -5.405  C169 1.062
181 H -3.071 -3.829 -7.073  C171 1.104
182 H -1.772 -4.976 -7.365  C171 1.098
183 H -0.754 -3.066 -6.633  C172 1.090
184 H -0.436 -4.324 -5.654  C172 1.106
185 H -2.252 -3.330 -4.107  N173 1.021
186 H -0.397 -1.181 -4.913  C174 1.096
187 H 0.315 -2.625 -4.221  C174 1.083
188 H -1.840 -1.041 -2.766  C175 1.121
189 H -0.055 -1.309 -2.418  C175 1.053
190 H 0.222 -3.729 -1.387  C177 1.115
191 H -0.204 -4.196 -3.094  C177 1.063
192 H -1.113 -4.806 -1.669  C177 1.105
193 C 0.696 -1.207 0.818  C194 1.516, H196 1.084, H197 1.070, H198 1.127
194 C 0.994 0.214 0.384  C193 1.516, O195 1.411, H199 1.168, H200 1.124
195 O 2.232 0.615 0.929  C194 1.411, H201 1.000
196 H 1.534 -1.863 0.612  C193 1.084
197 H -0.178 -1.707 0.453  C193 1.070
198 H 0.622 -1.260 1.941  C193 1.127
199 H 0.114 0.906 0.716  C194 1.168
200 H 1.016 0.406 -0.723  C194 1.124
201 H 2.361 0.242 1.848  O195 1.000

Atom charges from the Mulliken analysis, given in e for atoms 1 to 5:
1 C -1.079
2 O 0.102
3 C 0.745
4 C -1.813
5 N -0.132